15
Properties=species:S:1:pos:R:3:forces:R:3 method="wB97M-V/def2-TZVPD" lumo_energy_ev=-3.5 homo_energy_ha=-0.6395 charge=+1 homo_lumo_gap_ev=13.95 smiles=C[N+](C)(C)C#N de_lowest_ev=3.851 total_energy_ha=-266.9578
N 0.881 -1.733 -1.968 -0.845 1.423 1.820
N 0.072 -0.050 -0.132 -1.607 -3.710 -1.940
C -0.632 -0.881 0.882 1.380 -1.179 1.843
C 0.496 -1.018 -1.132 0.310 -0.471 -1.647
C -0.864 0.909 -0.713 -1.394 4.063 2.380
C 1.286 0.478 0.391 0.841 3.433 0.912
H -1.640 -1.047 0.662 -1.489 0.078 -0.540
H -0.488 -0.517 1.912 -0.154 0.457 -0.652
H 1.656 0.942 -0.540 1.358 -0.311 0.907
H -0.441 1.732 -1.352 -0.010 -1.455 0.260
H -0.126 -1.843 0.851 -0.089 -0.162 0.182
H 0.965 1.393 1.040 0.874 -1.897 -0.590
H -1.796 0.483 -1.063 0.382 -0.499 -0.504
H -1.211 1.496 0.252 0.572 -0.926 -1.799
H 1.843 -0.343 0.909 -0.131 1.157 -0.630